(1)
This record from the OMol25 dataset describes a molecular structure, C33H38CaN4 in a non-equilibrium geometry. The level of theory is ωB97M-V with the def2-TZVPD basis set.

Summary:
Relative energy (zero: lowest compared OMol25 entry of this formula, charge and spin), eV: 0.0000
Total charge: -2
Largest force on an atom, eV/A: 4.0

Geometry as XYZ:
```
76
Properties=species:S:1:pos:R:3:forces:R:3:lowdin_charge:R:1
Ca 0.47385 0.17864 0.90955 -0.70 -0.72 0.33 1.388
N 0.32969 -1.80875 4.81180 -0.35 -0.19 1.10 0.046
N 0.06071 2.99993 0.93384 -1.75 1.10 0.93 -0.019
C -1.15431 -1.57711 -0.95936 0.54 -0.18 0.58 -0.304
C -1.96908 -1.29552 0.15648 0.54 -0.38 0.59 -0.328
C -1.68860 -2.28432 1.17217 0.23 0.29 -0.23 -0.282
C -2.39478 -2.48533 2.37801 -0.72 -1.32 -1.50 -0.048
H -3.41023 -2.09379 2.46277 0.30 0.00 0.21 0.059
H -1.86596 -1.57150 3.61024 0.23 1.28 1.40 -0.034
H -2.16008 -3.39320 2.93006 -0.16 0.23 0.14 0.059
C -0.60425 -3.09171 0.68782 -0.61 0.83 -0.45 -0.256
C 0.03144 -4.20560 1.42149 0.33 -0.42 0.24 -0.074
H -0.39197 -5.18134 1.13317 0.03 0.02 0.08 0.070
H -0.09803 -4.08459 2.50420 0.09 -0.07 -0.16 0.065
H 1.10994 -4.24840 1.21525 -0.17 -0.02 0.08 0.064
C -0.31839 -2.68925 -0.62156 -0.51 0.39 0.51 -0.273
C 0.65898 -3.37239 -1.49088 0.60 -0.31 -0.35 -0.068
H 1.68720 -3.27209 -1.12018 -0.01 0.04 0.00 0.064
H 0.64352 -2.98908 -2.51306 0.00 0.02 -0.04 0.059
H 0.45881 -4.45173 -1.54418 -0.01 0.06 -0.04 0.070
C -3.08362 -0.32270 0.21065 -0.55 0.43 -0.10 -0.087
H -4.00082 -0.69511 -0.27770 0.03 0.03 0.05 0.072
H -2.81676 0.60725 -0.31044 -0.14 0.03 0.07 0.051
H -3.35444 -0.06167 1.24206 0.12 -0.03 -0.16 0.065
C -1.27888 -0.94680 -2.29641 -0.04 0.19 -0.53 -0.074
H -0.32991 -0.96687 -2.84160 -0.08 0.09 -0.04 0.058
H -1.59589 0.10024 -2.22781 0.06 -0.02 -0.07 0.060
H -2.02390 -1.45121 -2.93375 0.05 0.02 0.05 0.076
C 1.38869 -1.80239 5.58994 -0.45 0.63 -1.38 -0.222
H 1.45027 -2.66504 6.26775 0.69 0.10 -0.44 0.085
C 2.32780 -0.75892 5.51300 1.05 -0.61 1.82 -0.180
H 3.23985 -0.89659 6.10885 -0.18 0.38 -0.39 0.062
C 2.06507 0.36567 4.74156 -0.24 0.32 -0.53 -0.147
H 2.86737 1.10480 4.53788 -0.68 -0.43 0.23 0.100
C 0.79412 0.49163 4.18989 0.96 0.56 -0.50 -0.138
H 0.49784 1.32517 3.54262 0.23 0.10 0.41 0.064
C -0.13363 -0.57612 4.33924 -1.01 -1.35 -0.17 -0.459
C -1.48449 -0.60027 4.04161 -0.16 1.07 -0.66 -0.068
H -2.05511 0.32587 3.80281 0.57 -0.51 -0.16 0.020
C 0.47913 2.99916 -0.31714 -0.27 -0.79 3.95 -0.301
C -1.06725 3.92770 0.96037 0.87 -0.57 0.07 -0.129
H -1.82344 3.99851 1.75704 1.02 0.38 -0.08 0.089
C -1.14872 4.47095 -0.27623 -1.19 -1.41 -0.15 -0.107
H -1.70836 5.28382 -0.67184 -0.47 0.13 -0.03 0.084
N -0.38929 3.63421 -1.12215 -0.14 2.28 0.84 -0.015
C -0.70065 3.13313 -2.38183 0.38 0.52 -0.10 -0.129
C -1.93225 3.36507 -2.99824 0.88 -0.28 -0.90 -0.209
C -1.99361 3.08448 -4.36542 0.38 -0.39 0.10 -0.034
H -2.89948 3.32988 -4.91286 -0.01 -0.09 0.03 0.103
C -0.93935 2.45374 -5.02477 0.13 0.14 -0.05 -0.290
C -1.00723 2.24740 -6.51499 -0.01 -0.06 -0.36 -0.081
H -0.43676 1.35774 -6.81919 -0.18 0.21 0.06 0.070
H -0.58642 3.10819 -7.06715 -0.12 -0.27 0.21 0.073
H -2.04928 2.12543 -6.85124 0.31 -0.01 0.07 0.068
C 0.16888 2.01871 -4.28602 -0.82 0.43 -0.03 -0.009
H 0.93367 1.42286 -4.76474 0.08 -0.07 -0.01 0.110
C 0.30347 2.33433 -2.93131 -0.68 -0.42 -1.65 -0.225
C 1.38156 1.77167 -2.11943 2.86 -1.23 -1.25 -0.168
H 1.40307 2.38381 -0.98870 -0.14 -0.99 -1.31 0.008
H 2.34467 1.84868 -2.63922 0.01 -0.28 -0.39 0.059
H 1.21723 0.69013 -1.94969 -0.14 0.12 -0.04 0.050
C -3.18109 3.71471 -2.29138 -1.01 0.51 0.16 -0.057
H -3.13303 4.61234 -1.68285 -0.13 -0.09 -0.03 0.045
H -3.51581 2.89268 -1.64521 0.13 0.15 -0.04 0.091
H -3.96171 3.87930 -3.04117 -0.03 -0.08 0.10 0.072
C 5.01671 -1.73432 1.50848 1.45 0.48 0.03 -0.195
C 4.61396 -1.12854 0.31704 -1.26 0.29 -0.94 -0.156
C 3.25200 -0.97723 0.04347 1.78 0.17 -0.18 -0.236
N 2.30558 -1.22964 0.99794 -1.37 0.15 -0.23 -0.207
C 2.68910 -2.00889 2.05145 1.40 -0.50 0.93 -0.201
C 4.02897 -2.21974 2.36497 -1.99 -0.36 0.29 -0.141
H 6.07401 -1.84383 1.75413 -0.22 0.06 -0.08 0.062
H 5.33419 -0.75675 -0.40780 -0.01 -0.26 -0.06 0.074
H 2.87938 -0.65627 -0.93692 0.30 0.16 0.28 0.073
H 1.89203 -2.45378 2.64917 0.19 0.37 0.09 0.081
H 4.28414 -2.73943 3.28569 -0.12 -0.09 -0.19 0.081
```
Positions in Å, forces in eV/Å.

---

(2)
This record from the OMol25 dataset describes a single C3H3N3 molecule in a non-equilibrium geometry. The level of theory is ωB97M-V with the def2-TZVPD basis set.

Summary:
Relative energy (zero: lowest compared OMol25 entry of this formula, charge and spin), eV: 1.8898
Largest force on an atom, eV/A: 1.2

Geometry as XYZ:
```
9
Properties=species:S:1:pos:R:3:forces:R:3:lowdin_charge:R:1
N -0.32745 -1.56584 -0.36293 -0.02 -0.19 -0.32 0.178
C 0.50749 0.62664 0.61359 0.03 0.16 0.29 -0.218
C 0.54863 -0.58591 -0.12082 -0.12 0.16 0.03 -0.484
N 1.67783 -0.03986 -0.22983 -0.94 0.05 0.29 0.229
C -0.26848 1.72364 0.06647 -0.22 1.02 -0.27 -0.193
N -0.91013 2.60165 -0.33533 0.64 -1.00 0.38 0.137
H -1.26217 -1.34332 -0.04333 0.17 -0.13 -0.22 0.117
H -0.27398 -1.99474 -1.26750 0.01 -0.46 -0.16 0.109
H 0.48733 0.52895 1.69563 0.46 0.39 -0.04 0.125
```
Positions in Å, forces in eV/Å.

---

(3)
This record from the OMol25 dataset describes 2 unconnected molecules or ions with the total composition C4Cl4N2 in a non-equilibrium geometry. The level of theory is ωB97M-V with the def2-TZVPD basis set.

Summary:
Relative energy (zero: lowest compared OMol25 entry of this formula, charge and spin), eV: 0.3746
Largest force on an atom, eV/A: 3.2

Geometry as XYZ:
```
10
Properties=species:S:1:pos:R:3:forces:R:3:lowdin_charge:R:1
C 0.78874 0.03398 -0.92237 0.49 -0.16 -3.11 -0.269
C 0.06034 0.92471 1.16064 -1.05 -2.63 -1.50 -0.208
C 0.01239 -0.18918 0.22470 1.08 0.34 1.84 -0.381
C -0.24967 -1.45444 0.61948 -0.96 -1.45 -0.05 -0.961
N 1.27262 0.13867 -1.97261 -0.31 0.06 1.47 0.203
N 0.05622 1.57724 2.08319 0.11 1.86 1.75 0.200
Cl -2.45117 1.41594 -1.62099 -0.98 -0.73 0.95 0.055
Cl 0.16259 -2.81175 -0.43616 -0.43 1.21 0.97 0.674
Cl -1.13356 -1.93095 2.07218 1.03 0.79 -1.38 0.660
Cl -3.77105 0.45135 -0.34161 1.02 0.71 -0.94 0.028
```
Positions in Å, forces in eV/Å.

---

(4)
This record from the OMol25 dataset describes a single C4H10O3SSi molecule in a non-equilibrium geometry. The level of theory is ωB97M-V with the def2-TZVPD basis set.

Summary:
Relative energy (zero: lowest compared OMol25 entry of this formula, charge and spin), eV: 0.0000
Largest force on an atom, eV/A: 2.1

Geometry as XYZ:
```
19
Properties=species:S:1:pos:R:3:forces:R:3:lowdin_charge:R:1
C 0.07784 0.92538 -1.10265 0.43 -0.36 0.08 -0.241
C -1.31909 1.39654 -0.76366 -0.42 -0.48 0.34 -0.268
C 0.93248 -2.01963 -0.33015 -0.11 0.67 0.43 -0.140
C 1.73658 0.44222 1.58783 -0.44 -0.45 -0.59 -0.142
O -2.17330 -1.10711 -0.86450 0.25 -0.17 -0.31 -0.273
O -3.27607 0.36359 0.75945 0.12 0.15 0.17 -0.266
O -0.93987 -0.31972 1.09910 -1.10 0.07 0.07 -0.296
Si 0.52889 -0.28528 0.32160 1.99 -0.10 -0.49 0.496
S -2.09764 -0.01439 0.05337 -0.95 0.54 0.16 0.566
H 0.05101 0.38600 -2.04923 0.08 -0.08 0.00 0.082
H 0.75569 1.76913 -1.23011 0.07 -0.04 0.13 0.082
H -1.33695 2.19418 -0.02779 -0.04 0.14 0.05 0.105
H -1.92962 1.66068 -1.62154 -0.13 0.01 -0.02 0.109
H 1.08012 -2.71563 0.49152 0.04 -0.07 0.16 0.033
H 0.10031 -2.38717 -0.92717 -0.09 0.10 -0.04 0.029
H 1.83058 -2.03585 -0.93934 0.18 0.08 -0.11 0.030
H 1.76495 -0.16664 2.48486 -0.02 -0.18 0.16 0.032
H 2.73691 0.46012 1.17240 0.30 0.02 -0.11 0.027
H 1.47717 1.45358 1.88602 -0.16 0.14 -0.07 0.033
```
Positions in Å, forces in eV/Å.

---

(5)
This record from the OMol25 dataset describes a single C22H21FN4O molecule in a non-equilibrium geometry. The level of theory is ωB97M-V with the def2-TZVPD basis set.

Summary:
Relative energy (zero: lowest compared OMol25 entry of this formula, charge and spin), eV: 0.0768
Largest force on an atom, eV/A: 1.5

Geometry as XYZ:
```
49
Properties=species:S:1:pos:R:3:forces:R:3:lowdin_charge:R:1
C -3.19280 -3.20144 -2.42501 0.18 0.25 0.26 -0.007
C -1.89646 -3.33443 -1.70995 0.07 -0.89 -0.46 -0.318
C -0.95653 -4.32444 -1.70414 -0.55 0.43 -0.10 -0.019
C 0.07266 -3.89787 -0.83707 -0.11 0.83 0.42 0.003
C -0.30825 -2.66846 -0.36493 0.65 -1.31 -0.35 -0.203
C 0.34854 -1.77255 0.54527 0.20 0.86 0.67 -0.163
N 1.56619 -2.02987 0.99835 -0.03 -0.54 -0.44 0.157
N 1.89077 -1.02325 1.81502 -0.92 0.30 -0.26 -0.085
C 0.88473 -0.11209 1.89407 -0.22 -0.17 -0.21 0.024
C -0.13835 -0.55183 1.09538 0.15 -0.12 0.13 -0.126
C -1.45396 0.10012 0.84449 -0.09 0.00 0.02 -0.181
N -1.47510 0.68943 -0.48465 0.09 -0.07 -0.13 -0.061
H -1.20593 -0.02062 -1.16075 -0.05 0.09 0.08 0.107
C -2.76522 1.23094 -0.85144 -0.17 -0.10 -0.17 -0.228
C -2.66542 2.00125 -2.17506 -0.04 -0.02 0.34 -0.139
C -1.89136 3.27164 -1.98770 0.04 0.09 -0.11 -0.234
C -2.52745 4.50699 -1.95150 0.13 -0.09 0.01 -0.028
C -1.76841 5.64652 -1.73839 -0.27 0.02 -0.01 -0.158
N -0.45929 5.62755 -1.55895 0.23 0.48 0.09 0.046
C 0.14680 4.45200 -1.58846 0.12 -0.28 -0.03 -0.149
C -0.51313 3.25334 -1.80073 -0.03 0.14 -0.06 -0.025
H 0.02359 2.31882 -1.80469 0.08 -0.03 -0.01 0.101
H 1.21816 4.47808 -1.43488 0.09 -0.10 0.00 0.102
H -2.22983 6.62549 -1.70773 -0.12 0.04 -0.02 0.101
H -3.59647 4.58093 -2.08876 -0.10 0.02 -0.02 0.106
H -2.16863 1.36786 -2.91370 -0.07 -0.04 -0.06 0.118
H -3.67203 2.22795 -2.53116 0.04 -0.04 -0.07 0.112
H -3.07901 1.91737 -0.05793 -0.06 -0.04 -0.05 0.126
H -3.54012 0.44764 -0.94295 0.05 0.10 0.07 0.117
H -1.60752 0.90610 1.56979 -0.04 -0.11 -0.01 0.125
H -2.26049 -0.64436 0.97988 0.08 0.17 0.05 0.124
H 0.94189 0.76826 2.49885 0.06 0.18 0.15 0.124
C 3.12752 -1.01640 2.45488 1.01 -0.21 0.40 -0.176
C 3.51685 0.03898 3.27446 -0.03 -0.03 -0.03 0.058
C 4.75696 -0.02154 3.88065 0.02 -0.19 -0.09 -0.274
C 5.62311 -1.08431 3.70400 0.00 0.19 0.11 -0.019
C 5.22097 -2.12526 2.88245 -0.08 0.19 0.07 -0.070
C 3.98795 -2.09742 2.26239 -0.22 -0.01 -0.11 -0.021
H 3.66141 -2.89910 1.62102 0.04 -0.06 -0.01 0.101
H 5.87879 -2.96614 2.72696 0.05 -0.08 -0.02 0.108
H 6.58091 -1.08626 4.19802 0.09 0.03 0.07 0.116
F 5.12915 1.00276 4.67527 -0.05 -0.08 -0.07 0.061
H 2.89114 0.89795 3.44965 -0.06 0.10 0.03 0.115
O -1.50859 -2.32648 -0.89916 -0.13 0.35 0.13 0.061
H 0.97415 -4.41436 -0.58379 0.23 -0.07 0.11 0.111
H -0.99651 -5.24358 -2.25225 -0.09 -0.17 -0.15 0.109
H -3.37730 -4.09259 -3.01675 -0.01 -0.04 -0.03 0.084
H -4.00829 -3.06997 -1.71422 -0.10 -0.02 -0.01 0.085
H -3.17978 -2.33336 -3.08416 -0.06 0.02 -0.08 0.082
```
Positions in Å, forces in eV/Å.